# 1
ORCA calculation (ωB97M-V/def2-TZVPD) on a structure of composition C39H36FeN4O3PS.

Last column: Mulliken charge in e.
CARTESIAN COORDINATES (ANGSTROEM)
Fe1 0.01815 -0.02263 -0.11519  -0.07
O1 -0.33445 -0.42390 -1.98579  0.05
C1 -1.26114 -1.16460 -2.51828  0.72
C2 -1.59534 -0.98180 -3.87805  -0.93
C3 -2.60915 -1.70980 -4.45423  -0.49
C4 -3.32134 -2.67266 -3.72861  -0.99
C5 -2.95879 -2.91778 -2.42531  -0.64
C6 -1.93095 -2.18844 -1.81111  0.45
C7 -1.43470 -2.59159 -0.52401  -0.74
N1 -0.49914 -1.99785 0.11500  0.21
C8 0.06381 -2.69028 1.27743  -1.19
C9 0.95145 -1.67418 1.97807  -0.65
N2 0.19716 -0.43318 1.93746  -0.02
C10 -0.08793 0.12898 3.05501  -0.26
C11 -1.00340 1.20278 3.26680  0.78
C12 -1.14559 1.71435 4.56930  -0.59
C13 -2.11481 2.63302 4.87873  -0.90
C14 -3.01027 3.01297 3.86412  -0.45
C15 -2.90821 2.52426 2.58838  -0.89
C16 -1.86236 1.62682 2.20796  0.35
O2 -1.71417 1.22449 1.00604  -0.73
H1 -1.03638 -0.24551 -4.44370  0.34
H2 -2.85556 -1.53512 -5.49497  0.45
H3 -4.11816 -3.23409 -4.19627  0.40
H4 -3.45340 -3.69683 -1.85531  0.42
H5 -1.82869 -3.52977 -0.12293  0.40
H6 -0.73835 -3.04927 1.92910  0.50
H7 0.65338 -3.54594 0.94139  0.42
H8 1.20760 -1.98032 2.99603  0.61
H9 1.86938 -1.55053 1.39985  0.01
H10 0.33955 -0.30974 3.96262  0.20
H11 -0.47138 1.35260 5.33970  0.36
H12 -2.21125 3.02840 5.88014  0.38
H13 -3.81701 3.69857 4.09923  0.40
H14 -3.63890 2.79566 1.83980  0.46
O3 2.48286 0.61758 0.61677  -1.04
C17 1.42576 1.16865 0.38102  0.50
C18 1.35361 2.66130 0.48868  0.42
C19 2.24667 3.43415 1.22231  -0.60
C20 2.07850 4.80695 1.21723  -0.73
C21 1.05994 5.38971 0.46497  -0.84
C22 0.18206 4.61443 -0.27571  -0.20
C23 0.31383 3.23189 -0.23388  -0.05
P1 -0.54187 1.92125 -1.13915  3.28
C24 -2.25207 2.45779 -1.40856  0.92
C25 -2.99588 1.88881 -2.43816  -0.21
C26 -4.31154 2.27503 -2.64968  -0.88
C27 -4.88985 3.23892 -1.83856  -0.73
C28 -4.15195 3.80661 -0.80867  -0.94
C29 -2.84328 3.41103 -0.58731  -1.73
C30 0.24551 2.18381 -2.77341  1.02
C31 1.41915 1.50017 -3.08728  -0.11
C32 2.07911 1.75912 -4.27663  -0.25
C33 1.57751 2.69561 -5.17148  -0.77
C34 0.41013 3.37654 -4.86680  -0.86
C35 -0.25154 3.12294 -3.67189  -0.68
H15 3.04090 2.95964 1.78293  0.57
H16 2.74266 5.43711 1.79456  0.42
H17 0.95552 6.46743 0.45673  0.46
H18 -0.58715 5.08461 -0.87501  0.49
H19 -2.55646 1.13714 -3.08058  0.34
H20 -4.87955 1.81826 -3.44975  0.46
H21 -5.91480 3.54531 -2.00404  0.39
H22 -4.60209 4.54902 -0.16152  0.46
H23 -2.28994 3.83407 0.23826  0.85
H24 1.79887 0.73658 -2.41923  -0.13
H25 2.98322 1.21268 -4.51645  0.22
H26 2.09247 2.88791 -6.10411  0.43
H27 0.00773 4.10663 -5.55733  0.42
H28 -1.16338 3.66147 -3.44846  0.41
S1 2.36116 -2.40246 -1.42464  -0.46
C36 3.58769 -1.52071 -2.15222  0.36
N3 4.06242 -1.85319 -3.37208  -0.14
C37 5.09634 -1.12181 -4.08075  -0.53
C38 6.01789 -0.45972 -3.07029  -0.72
C39 5.18186 0.37416 -2.11389  -0.51
N4 4.13120 -0.45263 -1.54783  0.03
H29 3.59148 -2.62772 -3.80610  0.24
H30 4.65568 -0.36359 -4.73908  0.16
H31 5.64544 -1.82113 -4.71149  0.42
H32 6.75369 0.16283 -3.57839  0.38
H33 6.54989 -1.22926 -2.50730  0.31
H34 4.75340 1.23779 -2.63643  0.20
H35 5.79236 0.75771 -1.29652  0.42
H36 3.71260 -0.20451 -0.65991  0.18

Values from the calculation:
E_HOMO (spin up / spin down): -7.1 / -7.0 eV
total charge: 0
Kohn-Sham gap (spin up / spin down): 7.2 / 7.5 eV
spin multiplicity: 2
LUMO level (spin up / spin down): 0.2 / 0.4 eV

# 2
ORCA calculation (ωB97M-V/def2-TZVPD) on a structure of composition C39H36N2P2SV.

Last column: Mulliken charge in e.
CARTESIAN COORDINATES (ANGSTROEM)
V1 0.73811 -0.19653 0.00312  -0.14
C1 -3.16336 -0.24000 0.82267  -1.14
C2 -2.70616 0.69304 -0.30037  -1.21
P1 -1.21104 0.16267 -1.24740  1.79
C3 -1.13486 1.48169 -2.54565  0.48
C4 -0.04206 1.47013 -3.41292  -0.41
C5 0.06652 2.41695 -4.41971  -0.59
C6 -0.90346 3.40028 -4.57422  -0.60
C7 -1.98803 3.42803 -3.71243  -0.68
C8 -2.10187 2.46948 -2.70959  -0.25
C9 -2.06543 -1.14134 -2.30627  0.37
C10 -1.86966 -2.47693 -1.95747  -0.14
C11 -2.49018 -3.49952 -2.66557  -0.78
C12 -3.30581 -3.20329 -3.74771  -0.45
C13 -3.49669 -1.87849 -4.11890  -0.73
C14 -2.87970 -0.86034 -3.40246  -0.54
C15 -2.15372 -0.40656 1.96470  -1.28
P2 -0.89732 -1.74769 1.66381  0.66
C16 0.63154 -1.03002 2.08536  0.68
C17 0.80564 -0.16426 3.25678  -0.28
C18 2.01829 0.22801 3.69764  -0.90
C19 3.23419 -0.18403 3.03417  -0.54
C20 3.13518 -1.01947 1.96045  -0.71
C21 1.89555 -1.48040 1.44776  -0.54
C22 -1.48201 -2.88707 3.07981  0.17
C23 -0.57667 -3.32669 4.04328  -0.52
C24 -0.96326 -4.22779 5.03095  -0.63
C25 -2.26413 -4.70968 5.07105  -0.39
C26 -3.18023 -4.28541 4.11270  -0.62
C27 -2.78367 -3.38770 3.13114  -0.32
H1 -3.43410 -1.21459 0.39988  0.23
H2 -4.09187 0.18230 1.22544  0.44
H3 -2.45334 1.66813 0.12760  0.39
H4 -3.53262 0.82435 -1.00623  0.63
H5 0.73800 0.72790 -3.28298  0.02
H6 0.92860 2.39009 -5.07574  0.42
H7 -0.80749 4.14724 -5.35424  0.33
H8 -2.74654 4.19633 -3.80836  0.40
H9 -2.95426 2.51553 -2.04452  0.22
H10 -1.22035 -2.71067 -1.12193  0.17
H11 -2.31927 -4.52912 -2.37351  0.41
H12 -3.78119 -4.00029 -4.30886  0.35
H13 -4.11837 -1.63282 -4.97262  0.40
H14 -3.03297 0.16709 -3.71360  0.24
H15 -2.68192 -0.59811 2.90208  0.75
H16 -1.57902 0.51786 2.07517  0.42
H17 -0.08033 0.16061 3.79531  0.22
H18 2.07897 0.87581 4.56862  0.29
H19 4.19739 0.17369 3.37727  0.29
H20 4.03042 -1.34918 1.44603  0.25
H21 1.88990 -2.34984 0.79722  0.56
H22 0.43925 -2.94684 4.01190  0.34
H23 -0.24152 -4.55101 5.77361  0.36
H24 -2.56513 -5.41199 5.84058  0.33
H25 -4.19931 -4.65689 4.12859  0.38
H26 -3.50565 -3.07084 2.38210  0.27
C28 0.54761 1.51969 0.29377  -0.68
C29 0.36498 2.84209 0.80224  1.08
C30 1.12226 3.29429 1.91251  -0.64
C31 0.94745 4.55483 2.44773  -0.48
C32 0.02094 5.45032 1.90974  -0.42
C33 -0.71725 5.03805 0.80517  -0.71
C34 -0.55188 3.77421 0.26240  0.01
H27 1.84180 2.60815 2.34213  0.31
H28 1.54566 4.84929 3.30523  0.36
H29 -0.11375 6.43819 2.33462  0.34
H30 -1.43371 5.71645 0.34991  0.35
H31 -1.12020 3.49613 -0.61611  0.46
C35 6.03691 -1.11804 -4.99305  -1.18
C36 5.53061 -1.08644 -3.57430  0.99
C37 6.39745 -0.99642 -2.49173  -0.98
C38 5.78429 -0.98088 -1.24500  0.03
N1 4.48194 -1.03834 -1.06934  -0.20
C39 3.70335 -1.10304 -2.17495  0.03
S1 1.98536 -1.15872 -2.02619  -0.58
N2 4.21702 -1.13741 -3.42935  -0.51
H32 7.12639 -1.15218 -5.03598  0.32
H33 5.68877 -0.23289 -5.52725  0.25
H34 5.62673 -1.98697 -5.50846  0.28
H35 7.47150 -0.94576 -2.60888  0.29
H36 6.38546 -0.92235 -0.33803  0.39

Values from the calculation:
E_HOMO (spin up / spin down): 0.3 / 0.8 eV
total charge: -2
Kohn-Sham gap (spin up / spin down): 4.2 / 3.7 eV
spin multiplicity: 2
LUMO level (spin up / spin down): 4.5 / 4.5 eV

Looking at max |F| for the records above, in order, we have 0.03212, 0.01962 hartree/bohr.
Looking at electronic energy for the records above, in order, we have -3955.76068, -3642.06320 Ha.